Entry 1:
Below is a 2-piece molecular cluster, CH2NO3P overall at a distorted geometry, with properties calculated with ωB97M-V/def2-TZVPD.

Last column: Löwdin charge in e.
Cartesian coordinates (Å):
P1 -0.820 -0.970 0.616  -0.08
O1 0.305 -1.451 1.457  -0.47
O2 -1.152 -1.986 -0.408  -0.47
O3 -1.858 -0.155 1.294  -0.45
N1 0.425 1.636 -0.206  -0.04
C1 0.279 0.464 -0.427  -0.35
H1 1.153 2.350 -0.394  0.04
H2 1.669 0.112 -1.932  -0.18

The calculation puts the energy above the lowest of the compared OMol25 structures with the same formula, charge and spin at 79.3 kcal/mol. As for the energy: -661.05701 Eh. The charge is -2.

---

Entry 2:
Below is a 21-piece molecular cluster, H41O21 overall at a distorted geometry, with properties calculated with ωB97M-V/def2-TZVPD.

Last column: Löwdin charge in e.
Cartesian coordinates (Å):
O1 -0.675 1.949 -4.503  -0.06
O2 -2.423 2.125 -2.548  -0.12
O3 0.375 -0.363 -0.894  0.06
O4 2.199 -0.672 1.902  -0.25
O5 -2.757 4.217 -0.838  -0.03
O6 2.128 1.561 -1.139  -0.08
O7 2.054 -2.936 0.985  -0.17
O8 2.484 -0.514 5.095  -0.01
O9 -0.846 -1.177 1.644  -0.08
O10 -1.982 2.752 1.380  0.00
O11 2.581 -2.904 -3.534  -0.07
O12 -4.339 1.131 2.050  -0.13
O13 2.841 -2.143 -1.081  -0.03
O14 -4.682 -1.517 1.631  -0.10
O15 -2.992 -1.804 -2.463  -0.11
O16 2.232 1.601 -4.818  -0.07
O17 -0.199 -4.054 -0.019  -0.05
O18 1.588 1.578 2.771  -0.06
O19 4.723 1.033 -0.471  -0.08
O20 0.768 4.315 2.741  0.01
O21 -3.199 -2.846 0.406  -0.14
H1 -2.399 3.100 -2.844  0.08
H2 -0.025 -1.712 1.414  0.02
H3 2.723 -0.405 1.200  -0.07
H4 1.699 -1.047 5.040  0.03
H5 1.928 -3.529 -3.533  -0.04
H6 2.097 -1.924 1.392  -0.01
H7 -3.750 0.283 1.714  0.11
H8 3.865 1.319 -0.890  0.00
H9 2.934 -0.657 4.320  -0.03
H10 -1.212 1.234 -4.455  -0.04
H11 3.085 -1.259 -0.842  0.03
H12 -0.337 -0.535 2.171  0.03
H13 0.987 -0.693 -0.445  -0.12
H14 -1.669 1.755 -1.980  0.10
H15 0.049 -0.948 -1.553  0.07
H16 0.527 -3.511 0.172  -0.06
H17 -4.997 -2.019 0.814  0.09
H18 -2.466 3.438 -0.454  -0.05
H19 -3.144 -1.825 -1.546  -0.07
H20 2.020 -3.660 1.645  0.08
H21 2.862 -2.565 -2.646  -0.01
H22 -4.084 1.791 1.388  -0.01
H23 4.793 0.130 -0.795  0.02
H24 -0.316 -4.230 0.938  0.06
H25 1.176 1.283 -1.254  0.06
H26 2.265 2.423 -4.198  0.09
H27 2.729 -2.723 -0.349  -0.03
H28 1.616 1.387 3.659  -0.03
H29 -2.943 -2.888 -2.677  0.15
H30 -4.244 -2.179 2.145  0.03
H31 -1.277 2.578 -3.963  0.04
H32 1.930 0.764 2.345  -0.05
H33 -2.269 -3.225 0.320  0.05
H34 2.168 1.595 -0.179  0.04
H35 -0.011 4.119 2.889  -0.15
H36 -2.509 4.735 -0.091  0.03
H37 1.404 3.585 3.039  0.07
H38 2.413 0.912 -4.255  -0.04
H39 -3.015 -1.842 0.411  0.07
H40 -2.987 2.871 1.534  0.09
H41 -1.497 2.739 2.103  -0.05

The calculation puts the energy above the lowest of the compared OMol25 structures with the same formula, charge and spin at 179.7 kcal/mol. As for the energy: -1604.49670 Eh. The charge is -1.

---

Entry 3:
Below is a 4-piece molecular cluster, C39H80N2O17S3 overall at a distorted geometry, with properties calculated with ωB97M-V/def2-TZVPD.

Last column: Löwdin charge in e.
Cartesian coordinates (Å):
S1 -0.475 -2.947 7.827  0.62
S2 1.307 -3.511 3.582  0.64
S3 1.299 -7.510 4.105  0.96
O1 2.537 -5.880 6.005  -0.02
O2 -3.445 2.636 -2.774  -0.20
O3 1.139 4.405 -1.529  -0.20
O4 0.862 -3.057 2.069  -0.17
O5 0.495 2.490 -9.300  -0.20
O6 1.325 -1.998 4.202  -0.16
O7 0.758 4.014 -6.489  -0.20
O8 -3.666 0.610 -0.484  -0.14
O9 2.540 -4.165 3.353  -0.20
O10 -6.207 1.204 -2.060  -0.20
O11 0.600 -3.871 7.564  -0.28
O12 0.304 -4.156 4.372  -0.24
O13 -1.932 3.716 -7.923  -0.12
O14 -0.327 -2.395 9.148  -0.29
O15 -1.933 -3.653 7.744  -0.15
O16 1.902 7.517 -1.628  -0.21
O17 2.780 5.703 0.683  -0.12
N1 2.086 -7.791 6.787  0.02
N2 2.653 -7.066 7.741  0.01
C1 -0.486 3.636 -5.918  -0.21
C2 -1.309 -7.251 1.870  -0.20
C3 -1.528 -3.520 0.689  -0.17
C4 -1.241 -5.710 2.142  -0.21
C5 -1.415 -1.659 5.455  -0.20
C6 5.833 -2.936 2.187  -0.24
C7 -2.812 3.891 -2.630  -0.09
C8 2.894 -0.479 1.212  -0.17
C9 0.296 -1.276 3.510  -0.26
C10 -0.495 3.314 -9.895  -0.20
C11 -2.571 1.555 -2.489  -0.20
C12 -1.421 -2.445 1.829  -0.11
C13 -0.468 -1.528 6.690  -0.20
C14 1.369 5.533 0.602  -0.18
C15 1.242 5.246 -5.990  -0.10
C16 -0.517 -7.615 4.365  -0.47
C17 -1.275 -8.172 3.136  -0.25
C18 0.932 4.278 -0.131  -0.20
C19 0.026 -1.873 2.058  -0.37
C20 1.516 3.193 -2.146  -0.10
C21 2.946 -5.858 7.271  -0.14
C22 -7.054 0.185 -2.552  -0.11
C23 3.673 -1.764 1.667  -0.23
C24 3.188 7.442 -1.028  -0.20
C25 -2.119 -4.898 1.114  -0.19
C26 5.203 -1.726 1.393  -0.20
C27 -6.069 1.179 -0.648  -0.20
C28 -4.670 1.590 -0.228  -0.18
C29 -1.064 4.299 -8.891  -0.18
C30 1.666 -0.789 0.283  -0.16
C31 3.469 6.042 -0.517  -0.18
C32 1.978 -7.056 5.683  -0.62
C33 1.278 8.770 -1.442  -0.11
C34 0.497 1.171 -9.807  -0.11
C35 -1.339 2.890 -6.927  -0.17
C36 -3.315 0.397 -1.852  -0.17
C37 -0.919 -0.730 4.308  -0.11
C38 0.271 -0.771 0.978  -0.10
C39 5.990 -2.620 3.715  -0.11
H1 5.977 -3.594 4.247  0.07
H2 1.478 3.417 0.271  0.12
H3 1.275 9.055 -0.384  0.09
H4 -0.648 0.241 4.772  0.13
H5 -0.280 4.884 -8.410  0.12
H6 3.278 8.155 -0.202  0.13
H7 5.077 -3.751 2.145  0.09
H8 -2.252 -3.109 -0.052  0.11
H9 -8.098 0.401 -2.301  0.09
H10 0.589 -1.334 6.440  0.11
H11 -1.688 5.009 -9.440  0.13
H12 -6.792 1.892 -0.231  0.13
H13 -0.017 3.871 -10.711  0.13
H14 -2.061 -1.579 1.551  0.11
H15 0.830 -0.338 3.241  0.13
H16 -2.404 -1.266 5.780  0.12
H17 -0.510 0.740 -9.789  0.09
H18 -0.181 -5.410 2.022  0.09
H19 -1.882 -4.249 6.971  0.09
H20 5.424 -1.913 0.325  0.11
H21 1.138 0.567 -9.167  0.09
H22 -2.184 -5.547 0.214  0.11
H23 -1.034 4.513 -5.556  0.12
H24 1.642 0.041 -0.461  0.10
H25 -0.265 2.977 -5.067  0.12
H26 2.096 5.542 -6.598  0.09
H27 -4.389 2.556 -0.650  0.12
H28 6.767 -3.307 1.731  0.10
H29 1.033 5.446 1.638  0.13
H30 -0.795 2.059 -7.378  0.12
H31 5.592 -0.763 1.775  0.11
H32 -4.673 1.717 0.858  0.13
H33 1.839 -1.706 -0.317  0.12
H34 0.891 6.425 0.195  0.12
H35 -2.292 -8.474 3.443  0.11
H36 -1.764 -0.508 3.625  0.12
H37 3.516 -1.867 2.758  0.08
H38 2.625 0.098 2.117  0.11
H39 -1.827 -2.870 2.771  0.12
H40 -0.005 0.216 1.401  0.13
H41 -1.620 -5.433 3.145  0.09
H42 -6.945 0.154 -3.635  0.09
H43 -0.586 -3.665 0.123  0.12
H44 2.351 2.722 -1.615  0.09
H45 -0.920 -6.664 4.761  0.07
H46 0.244 8.684 -1.775  0.09
H47 -0.143 4.123 0.033  0.12
H48 -2.138 1.226 -3.442  0.13
H49 0.661 2.508 -2.185  0.07
H50 -0.510 -7.480 1.136  0.11
H51 0.890 1.156 -10.829  0.09
H52 -1.608 -2.700 5.137  0.09
H53 3.305 5.290 -1.290  0.12
H54 -2.267 -7.441 1.341  0.10
H55 -2.638 -0.462 -1.846  0.12
H56 -1.762 1.874 -1.821  0.11
H57 3.585 0.149 0.612  0.10
H58 -4.186 0.100 -2.437  0.12
H59 6.938 -2.105 3.952  0.07
H60 -2.320 3.973 -1.654  0.08
H61 -3.124 -4.786 1.574  0.12
H62 -1.311 2.711 -10.309  0.12
H63 -2.181 2.451 -6.382  0.13
H64 1.556 5.138 -4.946  0.08
H65 -3.574 4.666 -2.692  0.09
H66 1.788 9.541 -2.031  0.09
H67 3.925 7.699 -1.800  0.13
H68 4.530 5.994 -0.257  0.13
H69 3.217 -2.639 1.173  0.10
H70 -2.076 4.039 -3.426  0.07
H71 -0.480 -0.961 0.177  0.11
H72 5.136 -2.034 4.105  0.06
H73 1.843 3.419 -3.160  0.08
H74 -0.817 -0.662 7.287  0.11
H75 -0.661 -8.352 5.185  0.08
H76 0.479 6.028 -6.066  0.09
H77 -0.734 -9.098 2.835  0.11
H78 -6.768 -0.793 -2.151  0.09
H79 -6.286 0.182 -0.249  0.12
H80 3.404 -5.016 7.782  0.14

As for the energy: -4116.82990 Eh. The SMILES is CCCCCCC[C@@]1(CCCCCCCSc2nnco2)OS(=O)(=O)O[C@@H]1CCCS(=O)(=O)O.COCCOCCOC.COCCOCCOC.COCCOCCOC.

---

Entry 4:
Below is one molecule with the formula C6H12O, with properties calculated with ωB97M-V/def2-TZVPD.

Last column: Löwdin charge in e.
Cartesian coordinates (Å):
O1 -0.133 1.582 1.264  0.04
C1 -0.537 -0.839 -1.165  -0.07
C2 0.043 -1.328 1.144  -0.19
C3 0.386 0.900 0.187  -0.37
C4 0.425 1.739 -1.037  -0.07
C5 -1.124 -1.251 0.135  -0.29
C6 1.111 -0.276 0.719  -0.18
H1 0.519 -2.314 1.141  0.10
H2 -1.693 -2.192 0.145  0.10
H3 -0.325 -1.141 2.157  0.10
H4 -0.265 2.522 1.057  0.11
H5 -0.605 1.760 -1.417  0.08
H6 1.748 -0.023 1.580  0.12
H7 -1.798 -0.442 0.430  0.10
H8 1.691 -0.676 -0.113  0.12
H9 -0.010 -1.671 -1.679  0.07
H10 0.723 2.784 -0.849  0.08
H11 -1.126 -0.299 -1.903  0.05
H12 1.038 1.265 -1.800  0.09

The calculation puts the energy above the lowest of the compared OMol25 structures with the same formula, charge and spin at 90.3 kcal/mol. As for the energy: -310.91531 Eh.

---

Question: energy of number 4 (C6H12O)?
Answer: -310.91531 Eh

---

Please write out number 2 again, unchanged.
Below is a 21-piece molecular cluster, H41O21 overall at a distorted geometry, with properties calculated with ωB97M-V/def2-TZVPD.

Last column: Löwdin charge in e.
Cartesian coordinates (Å):
O1 -0.675 1.949 -4.503  -0.06
O2 -2.423 2.125 -2.548  -0.12
O3 0.375 -0.363 -0.894  0.06
O4 2.199 -0.672 1.902  -0.25
O5 -2.757 4.217 -0.838  -0.03
O6 2.128 1.561 -1.139  -0.08
O7 2.054 -2.936 0.985  -0.17
O8 2.484 -0.514 5.095  -0.01
O9 -0.846 -1.177 1.644  -0.08
O10 -1.982 2.752 1.380  0.00
O11 2.581 -2.904 -3.534  -0.07
O12 -4.339 1.131 2.050  -0.13
O13 2.841 -2.143 -1.081  -0.03
O14 -4.682 -1.517 1.631  -0.10
O15 -2.992 -1.804 -2.463  -0.11
O16 2.232 1.601 -4.818  -0.07
O17 -0.199 -4.054 -0.019  -0.05
O18 1.588 1.578 2.771  -0.06
O19 4.723 1.033 -0.471  -0.08
O20 0.768 4.315 2.741  0.01
O21 -3.199 -2.846 0.406  -0.14
H1 -2.399 3.100 -2.844  0.08
H2 -0.025 -1.712 1.414  0.02
H3 2.723 -0.405 1.200  -0.07
H4 1.699 -1.047 5.040  0.03
H5 1.928 -3.529 -3.533  -0.04
H6 2.097 -1.924 1.392  -0.01
H7 -3.750 0.283 1.714  0.11
H8 3.865 1.319 -0.890  0.00
H9 2.934 -0.657 4.320  -0.03
H10 -1.212 1.234 -4.455  -0.04
H11 3.085 -1.259 -0.842  0.03
H12 -0.337 -0.535 2.171  0.03
H13 0.987 -0.693 -0.445  -0.12
H14 -1.669 1.755 -1.980  0.10
H15 0.049 -0.948 -1.553  0.07
H16 0.527 -3.511 0.172  -0.06
H17 -4.997 -2.019 0.814  0.09
H18 -2.466 3.438 -0.454  -0.05
H19 -3.144 -1.825 -1.546  -0.07
H20 2.020 -3.660 1.645  0.08
H21 2.862 -2.565 -2.646  -0.01
H22 -4.084 1.791 1.388  -0.01
H23 4.793 0.130 -0.795  0.02
H24 -0.316 -4.230 0.938  0.06
H25 1.176 1.283 -1.254  0.06
H26 2.265 2.423 -4.198  0.09
H27 2.729 -2.723 -0.349  -0.03
H28 1.616 1.387 3.659  -0.03
H29 -2.943 -2.888 -2.677  0.15
H30 -4.244 -2.179 2.145  0.03
H31 -1.277 2.578 -3.963  0.04
H32 1.930 0.764 2.345  -0.05
H33 -2.269 -3.225 0.320  0.05
H34 2.168 1.595 -0.179  0.04
H35 -0.011 4.119 2.889  -0.15
H36 -2.509 4.735 -0.091  0.03
H37 1.404 3.585 3.039  0.07
H38 2.413 0.912 -4.255  -0.04
H39 -3.015 -1.842 0.411  0.07
H40 -2.987 2.871 1.534  0.09
H41 -1.497 2.739 2.103  -0.05

The calculation puts the energy above the lowest of the compared OMol25 structures with the same formula, charge and spin at 179.7 kcal/mol. As for the energy: -1604.49670 Eh. The charge is -1.